Record 1
ORCA calculation (ωB97M-V with the def2-TZVPD basis set) on C8H8O2S2 in the gas phase at a distorted geometry.

```
20
Properties=species:S:1:pos:R:3
C 0.23 -1.90 0.09
C -0.58 -0.68 0.45
C -2.01 -0.77 0.52
C -2.79 0.31 0.72
C -2.19 1.60 0.88
C -0.81 1.68 0.92
C 0.01 0.55 0.74
S 1.79 0.72 0.72
C 2.05 0.89 -0.90
S 3.27 -0.10 -1.71
O 3.38 0.33 -3.11
O 4.45 -0.12 -0.88
H 1.09 -2.08 0.84
H -0.39 -2.81 0.16
H 0.56 -1.79 -0.90
H -2.41 -1.82 0.40
H -3.82 0.14 0.67
H -2.78 2.42 0.78
H -0.27 2.57 1.14
H 1.22 0.83 -1.53
```

Computed properties:
Energy   -1256.38671 a.u.
Strongest force on any atom   3.9 eV/A
Frontier orbital gap (spin up / spin down)   7.16 / 7.41 eV
E_HOMO (spin up / spin down)   -8.78 / -8.99 eV
M   200.28 g/mol

---

Record 2
ORCA calculation (ωB97M-V with the def2-TZVPD basis set) on a molecular structure, C2H2CaFO at a distorted geometry.

```
7
Properties=species:S:1:pos:R:3
C -0.76 0.20 -0.06
C 0.54 -0.40 -0.24
O -0.33 -0.70 0.94
H -1.68 -0.03 -0.61
F -0.79 1.51 0.39
H 0.54 -1.26 -0.94
Ca 2.46 0.68 0.52
```

Computed properties:
2S+1   2
Energy   -929.98827 a.u.
Strongest force on any atom   1.1 eV/A
Frontier orbital gap (spin up / spin down)   5.61 / 8.15 eV
E_HOMO (spin up / spin down)   -5.53 / -8.46 eV
M   101.11 g/mol

---

Record 3
ORCA calculation (ωB97M-V with the def2-TZVPD basis set) on 7 unconnected molecules or ions with the total composition C21H34Cl12O2 at a distorted geometry.

```
69
Properties=species:S:1:pos:R:3
O 1.11 -2.73 -2.57
C 1.05 -1.61 -2.97
O 1.76 -0.62 -2.36
C 0.95 0.47 -1.90
C -0.25 0.05 -1.03
C -1.56 -0.11 -1.80
C -1.99 0.89 -2.68
C -3.16 0.71 -3.39
C -3.88 -0.48 -3.22
C -3.47 -1.47 -2.35
C -2.25 -1.30 -1.60
H 0.41 -1.33 -3.84
H 1.61 1.10 -1.29
H 0.60 1.12 -2.71
H 0.02 -0.86 -0.49
H -0.42 0.86 -0.31
H -1.39 1.79 -2.80
H -3.49 1.48 -4.08
H -4.78 -0.64 -3.81
H -4.02 -2.39 -2.24
H -1.91 -2.05 -0.91
Cl 6.44 -0.26 -1.49
C 5.13 0.31 -2.56
C 5.05 1.81 -2.60
Cl 4.50 2.49 -1.05
H 4.20 -0.13 -2.22
H 5.35 -0.08 -3.56
H 4.34 2.12 -3.36
H 6.02 2.26 -2.84
Cl -4.15 -6.13 -3.80
C -2.38 -6.19 -3.64
C -1.90 -5.59 -2.34
Cl -2.16 -3.82 -2.29
H -1.95 -5.68 -4.50
H -2.09 -7.24 -3.69
H -0.83 -5.76 -2.23
H -2.41 -6.03 -1.49
Cl 1.03 0.07 1.83
C 0.51 0.74 3.40
C -0.76 1.53 3.27
Cl -0.53 3.03 2.33
H 1.33 1.35 3.79
H 0.36 -0.10 4.07
H -1.14 1.84 4.26
H -1.54 0.95 2.78
Cl -4.36 -0.18 0.27
C -6.05 -0.08 0.80
C -7.02 -0.41 -0.31
Cl -7.03 0.84 -1.58
H -6.22 0.92 1.20
H -6.17 -0.79 1.62
H -8.03 -0.46 0.09
H -6.78 -1.36 -0.77
Cl 8.81 5.85 1.45
C 7.84 4.85 0.33
C 7.68 3.44 0.82
Cl 9.21 2.53 0.79
H 8.33 4.88 -0.64
H 6.87 5.32 0.25
H 6.98 2.91 0.18
H 7.29 3.41 1.84
Cl -2.23 1.80 6.29
C -1.80 0.36 7.26
C -0.45 0.50 7.92
Cl 0.90 0.46 6.76
H -1.85 -0.50 6.61
H -2.57 0.26 8.02
H -0.30 -0.34 8.60
H -0.38 1.42 8.49
```

Computed properties:
Energy   -6493.34457 a.u.
Strongest force on any atom   3.0 eV/A
Frontier orbital gap   9.26 eV
E_HOMO   -8.90 eV
M   743.94 g/mol

---

Record 4
ORCA calculation (ωB97M-V with the def2-TZVPD basis set) on a molecular structure, C8H6Cl2GdN2O3Y at a distorted geometry.

```
23
Properties=species:S:1:pos:R:3
Y -2.67 0.15 -2.75
Gd 0.61 0.45 1.02
Cl -2.26 2.57 -2.49
Cl -0.94 -0.71 -0.69
C 1.60 -1.56 2.05
C -4.82 0.72 -2.08
C -3.85 -1.58 -1.61
O 2.03 -2.52 2.53
O -5.91 0.88 -1.72
O -4.45 -2.30 -0.93
N 1.00 2.74 0.46
C 2.16 2.29 -0.31
C 3.20 3.11 -0.69
C 4.21 2.53 -1.47
C 4.10 1.18 -1.84
C 3.04 0.41 -1.40
N 2.08 0.97 -0.57
H 0.19 2.96 -0.15
H 1.19 3.62 0.95
H 3.20 4.16 -0.38
H 5.07 3.11 -1.79
H 4.85 0.72 -2.49
H 2.87 -0.63 -1.67
```

Computed properties:
2S+1   8
Energy   -2366.51922 a.u.
Strongest force on any atom   8.2 eV/A
Total charge   +4
Frontier orbital gap (spin up / spin down)   8.03 / 5.35 eV
E_HOMO (spin up / spin down)   -23.08 / -23.00 eV
M   495.21 g/mol

---

Record 5
ORCA calculation (ωB97M-V with the def2-TZVPD basis set) on 2 unconnected molecules or ions with the total composition C3H7O3 at a distorted geometry.

```
13
Properties=species:S:1:pos:R:3
O 1.56 -0.67 1.99
C 0.68 -0.29 1.18
O -0.03 0.73 1.37
C 0.63 -0.99 -0.22
C 0.52 0.12 -1.26
H 1.51 -1.56 -0.27
H -0.09 -1.70 -0.42
H 0.13 1.03 -0.75
H 1.49 0.39 -1.63
H -0.16 -0.08 -1.97
H -1.41 0.57 0.82
H -2.63 1.52 0.88
O -2.21 0.93 0.27
```

Computed properties:
Energy   -344.27593 a.u.
Strongest force on any atom   3.9 eV/A
Total charge   -1
Frontier orbital gap   8.52 eV
E_HOMO   -4.21 eV
M   91.09 g/mol

---

Record 6
ORCA calculation (ωB97M-V with the def2-TZVPD basis set) on 2 unconnected molecules or ions with the total composition C4H6ClOS at a distorted geometry.

```
13
Properties=species:S:1:pos:R:3
C -2.71 0.98 -0.01
C -0.20 -0.71 0.06
C 0.17 0.67 0.49
C -0.64 1.62 -0.37
O -2.91 0.90 1.14
S -3.65 0.81 -1.28
Cl -0.26 3.36 -0.21
H 0.14 -0.74 -0.97
H -1.30 -1.00 0.11
H 0.38 -1.39 0.59
H 0.02 0.93 1.50
H 1.35 0.66 0.40
H -0.39 1.41 -1.49
```

Computed properties:
Energy   -1089.62778 a.u.
Strongest force on any atom   3.4 eV/A
Total charge   -1
Frontier orbital gap   7.11 eV
E_HOMO   -3.40 eV
M   137.61 g/mol

---

Asked for relative energy (zero: lowest compared OMol25 entry of this formula, charge and spin) across the records above, the calculation gives 2.802; 2.078; 0.000; 0.000; 0.933; 0.391 eV in order.